Density functional theory data (ωB97M-V with the def2-TZVPD basis set) for a molecular structure, C31H23Br2I2N2O9S2Ti.

Positions of all 72 atoms, in Å:
1 Ti 0.603 -1.851 -1.685
2 I -1.331 -4.140 1.503
3 C -0.317 -5.787 0.882
4 I 0.215 -4.425 -2.584
5 H -0.807 -6.437 0.178
6 H 0.755 -5.786 0.991
7 O 2.540 1.599 -0.819
8 C 2.229 0.776 -1.653
9 O 1.384 -0.196 -1.386
10 C 2.709 0.847 -3.064
11 C 3.448 1.981 -3.407
12 C 3.919 2.174 -4.688
13 C 3.648 1.211 -5.656
14 C 2.925 0.083 -5.328
15 C 2.439 -0.130 -4.029
16 S 1.592 -1.667 -3.828
17 H 3.629 2.705 -2.624
18 H 4.487 3.062 -4.936
19 H 4.001 1.341 -6.672
20 H 2.717 -0.667 -6.082
21 C -0.159 -0.798 4.025
22 C 1.225 -0.900 3.457
23 C 2.329 -0.402 4.190
24 C 3.579 -0.488 3.664
25 C 3.763 -1.076 2.392
26 C 5.020 -1.247 1.768
27 Br 6.614 -0.655 2.625
28 C 5.126 -1.848 0.556
29 C 3.972 -2.297 -0.106
30 Br 4.189 -3.174 -1.761
31 C 2.701 -2.133 0.413
32 O 1.618 -2.539 -0.222
33 C 2.603 -1.530 1.719
34 N 1.370 -1.432 2.269
35 H -0.150 -0.951 5.105
36 H -0.814 -1.531 3.561
37 H -0.582 0.190 3.829
38 H 2.160 0.046 5.161
39 H 4.437 -0.113 4.203
40 H 6.090 -1.990 0.088
41 O -1.066 1.087 -3.356
42 C -2.126 1.354 -2.556
43 C -2.590 2.669 -2.568
44 C -3.673 3.043 -1.794
45 C -4.335 2.112 -1.002
46 C -3.882 0.808 -0.996
47 C -2.774 0.408 -1.747
48 C -2.330 -1.005 -1.563
49 O -2.981 -1.826 -0.970
50 O -1.137 -1.313 -2.116
51 H -0.818 0.156 -3.229
52 H -2.067 3.383 -3.192
53 H -4.000 4.076 -1.801
54 H -5.159 2.405 -0.363
55 H -4.354 0.065 -0.369
56 N -0.717 0.004 0.645
57 C -1.789 0.593 1.351
58 C -1.862 1.978 1.493
59 C -2.962 2.569 2.094
60 C -4.003 1.790 2.580
61 C -3.930 0.411 2.455
62 C -2.836 -0.186 1.838
63 S -5.423 2.596 3.327
64 O -4.880 3.276 4.499
65 O -6.347 1.514 3.642
66 O -5.900 3.508 2.292
67 H 0.011 0.676 0.433
68 H -0.285 -0.773 1.143
69 H -1.060 2.593 1.098
70 H -3.027 3.646 2.181
71 H -4.756 -0.185 2.822
72 H -2.817 -1.258 1.676

Output
Gap between HOMO and LUMO (alpha / beta)   6.56 / 6.56 eV
Net charge   -2
Energy above the lowest of the compared OMol25 structures with the same formula, charge and spin   0.00 kJ/mol
2S+1   2
LUMO (alpha / beta)   3.32 / 3.31 eV


Density functional theory data (ωB97M-V with the def2-TZVPD basis set) for a molecular structure, C22H18N6OPt.

Positions of all 48 atoms, in Å:
1 Pt 1.213 3.686 -0.003
2 N -1.334 3.208 -2.748
3 C -0.066 2.753 -3.098
4 C 0.108 2.326 -4.425
5 C 1.342 1.872 -4.818
6 C 2.378 1.839 -3.889
7 C 2.114 2.279 -2.613
8 N 0.917 2.739 -2.212
9 C -1.910 3.467 -1.513
10 C -3.302 3.665 -1.487
11 C -3.912 3.923 -0.286
12 C -3.138 3.975 0.871
13 C -1.785 3.767 0.751
14 N -1.167 3.513 -0.418
15 H -1.943 3.372 -3.530
16 H -0.727 2.350 -5.113
17 H 1.499 1.541 -5.836
18 H 3.366 1.490 -4.152
19 H 2.882 2.298 -1.850
20 H -3.872 3.603 -2.405
21 H -4.982 4.079 -0.243
22 H -3.575 4.178 1.838
23 H -1.124 3.807 1.607
24 N 1.560 -3.385 2.363
25 C 1.110 -4.665 2.612
26 C 1.691 -5.762 3.242
27 C 0.926 -6.908 3.310
28 C -0.371 -6.962 2.772
29 C -0.939 -5.870 2.150
30 C -0.182 -4.701 2.071
31 N -0.499 -3.476 1.512
32 C 0.552 -2.729 1.705
33 C 0.658 -1.330 1.270
34 C 1.801 -0.564 1.464
35 C 1.814 0.750 1.030
36 N 0.779 1.329 0.423
37 C -0.313 0.588 0.231
38 C -0.422 -0.730 0.635
39 H 2.451 -3.005 2.623
40 H 2.689 -5.723 3.658
41 H 1.334 -7.788 3.790
42 H -0.932 -7.884 2.850
43 H -1.936 -5.905 1.734
44 H 2.684 -0.959 1.948
45 H 2.679 1.384 1.179
46 H -1.137 1.070 -0.276
47 H -1.326 -1.297 0.465
48 O 2.353 4.794 0.809

Output
Gap between HOMO and LUMO (alpha / beta)   6.70 / 6.47 eV
Energy above the lowest of the compared OMol25 structures with the same formula, charge and spin   0.00 kJ/mol
2S+1   3
LUMO (alpha / beta)   -0.14 / -0.13 eV


Density functional theory data (ωB97M-V with the def2-TZVPD basis set) for a single C17H17FN2O5S molecule at a distorted geometry.

Positions of all 43 atoms, in Å:
1 C 4.543 0.402 -0.032
2 N 3.645 -0.125 0.968
3 C 2.777 0.791 1.658
4 C 1.655 1.353 0.781
5 O 1.717 1.394 -0.432
6 N 0.599 1.819 1.478
7 C -0.591 2.314 0.825
8 C -1.727 1.317 0.771
9 C -1.809 0.249 1.648
10 C -2.858 -0.669 1.597
11 C -3.823 -0.467 0.644
12 C -3.755 0.615 -0.238
13 C -2.719 1.513 -0.197
14 O -4.833 0.585 -1.077
15 C -5.580 -0.555 -0.709
16 O -4.945 -1.202 0.374
17 S 2.989 -1.630 0.679
18 O 2.280 -1.988 1.876
19 O 4.057 -2.469 0.227
20 C 1.791 -1.460 -0.647
21 C 2.230 -1.320 -1.949
22 C 1.305 -1.118 -2.958
23 C -0.038 -1.067 -2.624
24 F -0.942 -0.864 -3.601
25 C -0.488 -1.231 -1.325
26 C 0.449 -1.427 -0.327
27 H 4.011 0.914 -0.837
28 H 5.239 1.094 0.444
29 H 5.098 -0.445 -0.427
30 H 3.377 1.620 2.048
31 H 2.351 0.231 2.493
32 H 0.580 1.719 2.480
33 H -0.924 3.224 1.337
34 H -0.297 2.575 -0.195
35 H -1.042 0.100 2.392
36 H -2.909 -1.503 2.277
37 H -2.672 2.337 -0.890
38 H -5.645 -1.246 -1.565
39 H -6.596 -0.250 -0.411
40 H 3.284 -1.378 -2.162
41 H 1.607 -0.994 -3.985
42 H -1.543 -1.194 -1.108
43 H 0.153 -1.560 0.701

Output
Gap between HOMO and LUMO   8.96 eV
Energy above the lowest of the compared OMol25 structures with the same formula, charge and spin   106.49 kJ/mol
SMILES   CN(CC(=O)NCc1ccc2c(c1)OCO2)S(=O)(=O)c1ccc(F)cc1
LUMO   0.56 eV


Density functional theory data (ωB97M-V with the def2-TZVPD basis set) for a molecular structure, C4H11N2 at a distorted geometry.

Positions of all 17 atoms, in Å:
1 C 0.189 0.909 -1.229
2 C 1.219 0.768 1.617
3 C -1.670 -0.174 -0.397
4 C 0.399 -1.370 -0.398
5 N 0.107 1.018 0.695
6 N -0.309 -0.045 -0.278
7 H -0.530 1.663 -1.591
8 H 1.224 0.691 -1.545
9 H 2.090 1.278 1.320
10 H 0.843 1.156 2.607
11 H 1.314 -0.279 1.564
12 H -2.051 -0.825 -1.204
13 H -2.083 -0.583 0.483
14 H -2.212 0.779 -0.361
15 H -0.431 -2.092 -0.016
16 H 0.639 -1.641 -1.459
17 H 1.262 -1.252 0.193

Output
Gap between HOMO and LUMO   10.05 eV
Net charge   +1
Energy above the lowest of the compared OMol25 structures with the same formula, charge and spin   581.60 kJ/mol
LUMO   -4.67 eV


Density functional theory data (ωB97M-V with the def2-TZVPD basis set) for a molecular structure, C2H2IN at a distorted geometry.

Positions of all 6 atoms, in Å:
1 C -1.656 -0.696 -0.088
2 C -0.320 -0.258 -0.021
3 N -0.976 -1.715 0.054
4 I -4.453 0.055 -0.021
5 H 0.356 0.021 -0.802
6 H 0.135 0.073 0.966

Output
Gap between HOMO and LUMO (alpha / beta)   6.97 / 6.97 eV
Energy above the lowest of the compared OMol25 structures with the same formula, charge and spin   342.21 kJ/mol
LUMO (alpha / beta)   -2.81 / -2.81 eV


Density functional theory data (ωB97M-V with the def2-TZVPD basis set) for a single C2H5N3O3 molecule at a distorted geometry.

Positions of all 13 atoms, in Å:
1 O 0.688 -1.609 1.440
2 C -0.491 -0.981 1.719
3 N -1.089 0.131 0.958
4 C -0.271 0.364 -0.103
5 N 0.289 1.675 -0.139
6 O 0.753 2.177 -1.432
7 N 0.356 -0.393 -0.957
8 O -0.358 -1.641 -0.986
9 H -0.897 -0.996 2.725
10 H -0.283 2.491 0.286
11 H -0.079 2.651 -1.793
12 H 0.258 0.066 -2.058
13 H 0.020 -1.819 -0.070

Output
Gap between HOMO and LUMO   10.06 eV
Energy above the lowest of the compared OMol25 structures with the same formula, charge and spin   562.01 kJ/mol
SMILES   O=CN=C(NO)NO
LUMO   -0.03 eV